No. 1
# C2H2FO2Zn

A structure of composition C2H2FO2Zn at a distorted geometry (ωB97M-V/def2-TZVPD, the OMol25 dataset).

Geometry as XYZ:
```
8
Properties=species:S:1:pos:R:3:forces:R:3
F 3.705 0.625 0.060 0.1688 0.0757 0.1046
O -1.938 1.555 0.074 1.5659 -1.1234 -0.5923
C -1.328 0.591 -0.045 -1.9351 -0.3643 1.1281
C -0.788 -0.775 0.011 -1.7194 1.3371 -0.0298
O 0.266 0.140 -0.303 0.5773 0.5773 -0.5067
Zn 2.009 0.427 0.000 0.8546 -0.0047 -0.0567
H -1.137 -1.388 -0.833 0.4545 -0.2287 0.4949
H -0.789 -1.175 1.036 0.0333 -0.2690 -0.5420
```
Forces are in eV/Å.

Results
Charge: +1
Spin multiplicity: 1
HOMO in eV: -17.2079
E in hartree: -2106.7410
Orbital gap in Ha: 0.42986

Here are the Löwdin charges for atoms 1 to 5, given in e: -0.448, 0.350, -0.093, -0.019, -0.245



No. 2
# C3H9N3O

The ion C3H9N3O with charge +1 at a distorted geometry (ωB97M-V/def2-TZVPD, the OMol25 dataset).

Geometry as XYZ:
```
16
Properties=species:S:1:pos:R:3:forces:R:3
O 1.375 -2.503 -0.789 -0.4231 2.8465 -0.9379
C 1.275 -1.290 -1.030 -0.0402 -0.8781 1.2836
N 2.259 -0.425 -1.306 -0.3589 -2.1569 0.2206
C -0.102 -0.616 -0.892 -1.6032 -1.1745 -0.2042
N -0.265 0.606 -0.125 1.5028 0.1418 2.3945
C -1.385 0.964 0.755 -2.7380 -0.6257 -1.3133
N -1.086 0.981 2.168 1.8167 -2.6566 -1.5728
H 3.092 -0.981 -1.455 0.8142 1.3048 -0.1794
H 2.037 0.544 -1.395 0.8664 0.2740 -0.5432
H -0.589 -0.573 -1.921 0.4378 0.2395 1.1102
H -0.641 -1.418 -0.344 -0.4411 0.4578 -0.2389
H 0.573 1.022 0.377 -0.5748 -0.5810 -1.1707
H -1.587 2.006 0.468 -0.1550 0.1519 -0.1894
H -2.355 0.382 0.413 1.9392 0.7825 0.6037
H -1.897 1.300 2.684 0.2273 -0.2615 0.2714
H -0.704 0.000 2.391 -1.2702 2.1355 0.4657
```
Forces are in eV/Å.

Results
Charge: +1
Spin multiplicity: 2
HOMO (alpha / beta) in eV: -14.7511 / -14.4691
E in hartree: -358.8708
Orbital gap (alpha / beta) in Ha: 0.42328 / 0.22612

Here are the Löwdin charges for atoms 1 to 5, given in e: 0.099, -0.512, 0.199, -0.064, 0.134



Values of relative energy (zero: lowest compared OMol25 entry of this formula, charge and spin), in order: 7.9, 108.3, all in kJ/mol.